Record 1
6
Properties=species:S:1:pos:R:3 method="wB97M-V/def2-TZVPD" orbital_gap_ev=7.65 e_homo_ev=-9.03
C -0.319 0.326 0.153
P 1.323 -0.431 0.096
S 0.956 -1.518 -1.463
Cl -0.932 -0.321 1.566
H -0.847 0.170 -0.825
H -0.181 1.775 0.474

***

Record 2
19
Properties=species:S:1:pos:R:3 method="wB97M-V/def2-TZVPD" orbital_gap_ev="7.89 / 6.95" e_homo_ev="-6.96 / -6.71"
C -1.978 -0.192 -0.836
C 1.956 1.242 0.797
C -2.310 -0.849 0.448
N -0.458 1.329 0.269
C 0.713 0.720 0.098
N 1.697 -1.454 -0.526
C 0.790 -0.428 -0.683
H -0.309 2.336 0.413
H 2.170 -1.824 -1.337
H 2.225 -1.513 0.328
H 0.142 -0.482 -1.545
H -2.428 0.763 -1.052
H -1.795 -0.811 -1.705
H 2.875 0.830 0.374
H 1.933 1.011 1.866
H 1.995 2.331 0.708
H -1.892 -1.854 0.520
H -3.399 -0.916 0.588
H -1.926 -0.238 1.273

***

Record 3
82
Properties=species:S:1:pos:R:3 method="wB97M-V/def2-TZVPD" orbital_gap_ev=7.21 total_charge=+1 e_homo_ev=-10.56
Ta -0.198 -1.236 -0.386
O -2.073 -1.597 0.171
C -3.333 -1.253 0.053
C -4.250 -1.388 1.100
C -5.560 -1.023 0.894
C -6.004 -0.526 -0.345
C -5.111 -0.396 -1.376
C -3.763 -0.747 -1.181
C -2.804 -0.555 -2.211
N -1.515 -0.678 -2.147
C -0.816 -0.166 -3.332
C 0.408 -1.010 -3.475
N 1.117 -0.908 -2.198
C 2.384 -0.661 -2.290
C 3.359 -0.722 -1.250
C 4.729 -0.616 -1.535
C 5.649 -0.806 -0.532
C 5.204 -1.110 0.765
C 3.863 -1.204 1.066
C 2.931 -0.998 0.050
O 1.633 -0.999 0.265
H -3.908 -1.774 2.051
H -6.268 -1.123 1.707
H -7.041 -0.251 -0.478
H -5.427 -0.008 -2.338
H -3.210 -0.182 -3.150
H -0.516 0.868 -3.131
H -1.450 -0.184 -4.217
H 1.032 -0.712 -4.318
H 0.111 -2.053 -3.622
H 2.779 -0.489 -3.292
H 5.048 -0.403 -2.548
H 6.707 -0.735 -0.738
H 5.933 -1.269 1.549
H 3.515 -1.426 2.066
C 2.979 3.602 -1.453
C 1.860 3.699 -2.273
C 0.642 3.192 -1.847
C 0.520 2.600 -0.587
C 1.643 2.518 0.234
C 2.867 3.012 -0.202
P -1.066 1.809 -0.150
C -2.251 3.159 0.135
C -3.591 2.798 0.284
C -4.544 3.761 0.577
C -4.167 5.092 0.705
C -2.838 5.457 0.542
C -1.879 4.493 0.256
C -0.798 1.180 1.521
C -0.907 1.908 2.708
C -0.539 1.310 3.899
C -0.034 0.009 3.895
C 0.078 -0.705 2.713
C -0.354 -0.135 1.511
H 3.931 3.992 -1.787
H 1.939 4.171 -3.244
H -0.227 3.274 -2.493
H 1.569 2.056 1.211
H 3.734 2.938 0.442
H -3.885 1.758 0.180
H -5.580 3.476 0.700
H -4.909 5.847 0.928
H -2.544 6.494 0.640
H -0.841 4.780 0.136
H -1.271 2.928 2.688
H -0.623 1.855 4.829
H 0.278 -0.451 4.825
H 0.494 -1.706 2.737
Cl 1.840 -3.864 -1.807
C 2.175 -4.266 -0.151
C 3.376 -4.867 0.180
C 3.630 -5.182 1.504
C 2.676 -4.905 2.474
C 1.476 -4.307 2.118
C 1.199 -3.959 0.795
C -0.087 -3.303 0.440
H 4.100 -5.084 -0.595
H 4.566 -5.652 1.774
H 2.861 -5.165 3.508
H 0.728 -4.112 2.877
H -0.758 -3.273 1.299
H -0.621 -3.888 -0.324

***

Record 4
109
Properties=species:S:1:pos:R:3 method="wB97M-V/def2-TZVPD" s_squared=8.758 orbital_gap_ev="6.02 / 7.36" total_charge=+3 spin_multiplicity=6 e_homo_ev="-15.04 / -15.04"
Sm 0.648 0.405 0.771
C 1.510 -1.729 3.106
C 0.906 -2.772 2.100
N 0.863 -2.254 0.661
C 2.011 -2.562 -0.164
C 3.223 -1.799 0.285
C 4.493 -2.419 0.401
C 5.599 -1.615 0.686
C 5.376 -0.281 1.037
C 4.060 0.211 1.066
C 3.790 1.597 1.574
N 2.458 1.774 2.211
C 2.514 1.262 3.621
C 1.246 0.615 4.059
N 0.767 -0.418 3.108
N 3.035 -0.500 0.640
H 2.624 -1.572 2.981
H 1.406 -2.220 4.082
H -0.114 -2.903 2.446
H 1.455 -3.738 2.097
H 0.042 -2.741 0.253
H 1.750 -2.302 -1.247
H 2.312 -3.604 -0.211
H 4.564 -3.523 0.272
H 6.608 -2.053 0.802
H 6.194 0.352 1.303
H 3.754 2.330 0.712
H 4.565 1.851 2.301
H 2.423 2.800 2.194
H 2.777 2.020 4.315
H 3.295 0.465 3.679
H 0.472 1.399 4.146
H 1.384 0.184 5.043
H -0.185 -0.734 3.418
O -0.982 -0.198 -0.846
C -2.283 0.392 -0.763
C -2.598 1.368 -1.729
C -3.903 1.893 -1.898
C -4.849 1.497 -0.968
C -4.527 0.705 0.142
C -3.245 0.105 0.237
P -2.812 -0.911 1.728
C -3.943 -0.245 3.032
C -5.303 -0.556 3.000
C -6.245 -0.127 3.959
C -5.784 0.717 4.969
C -4.416 1.063 5.029
C -3.535 0.609 4.058
C -3.552 -2.550 1.526
C -3.577 -3.469 2.586
C -4.098 -4.775 2.449
C -4.710 -5.095 1.259
C -4.654 -4.220 0.175
C -4.167 -2.926 0.313
C -0.632 -0.801 -2.089
C -1.248 -1.998 -2.412
C -1.135 -2.606 -3.648
C -0.311 -1.949 -4.631
C 0.500 -0.919 -4.165
C 0.312 -0.236 -2.946
P 1.564 1.077 -2.491
C 3.210 0.558 -3.084
C 3.547 -0.774 -3.288
C 4.815 -1.192 -3.709
C 5.796 -0.223 -3.884
C 5.506 1.103 -3.610
C 4.227 1.506 -3.217
C 1.109 2.480 -3.590
C 1.603 2.496 -4.887
C 1.229 3.460 -5.797
C 0.370 4.492 -5.411
C -0.115 4.530 -4.067
C 0.278 3.546 -3.186
H -1.816 1.613 -2.462
H -4.167 2.466 -2.810
H -5.878 1.788 -1.186
H -5.142 0.573 0.971
H -5.645 -1.183 2.206
H -7.322 -0.254 3.843
H -6.468 1.168 5.726
H -3.964 1.685 5.798
H -2.558 1.028 4.129
H -3.204 -3.101 3.577
H -4.097 -5.351 3.365
H -5.121 -6.100 1.114
H -4.914 -4.614 -0.835
H -4.202 -2.261 -0.532
H -1.793 -2.443 -1.598
H -1.643 -3.511 -3.892
H -0.239 -2.247 -5.643
H 1.340 -0.589 -4.793
H 2.785 -1.565 -3.102
H 4.999 -2.251 -3.958
H 6.798 -0.537 -4.238
H 6.300 1.886 -3.714
H 3.979 2.583 -3.134
H 2.235 1.730 -5.214
H 1.658 3.444 -6.791
H 0.111 5.295 -6.114
H -0.899 5.233 -3.783
H -0.058 3.500 -2.109
S -0.586 4.046 3.129
C 0.693 4.385 1.972
C 0.558 3.605 0.838
N -0.464 2.664 0.937
C -1.115 2.812 2.083
H 1.455 5.177 2.083
H 0.981 3.821 -0.161
H -1.867 2.150 2.400

***

Record 5
55
Properties=species:S:1:pos:R:3 method="wB97M-V/def2-TZVPD" smiles="COc1ccc(S(=O)(=O)N(CC(=O)NC[C@@H]2CCCO2)Cc2ccccc2)cc1" orbital_gap_ev=9.37 e_homo_ev=-8.89
C -6.279 -1.782 -1.133
O -5.528 -1.611 0.048
C -4.196 -1.403 -0.046
C -3.482 -1.344 -1.243
C -2.120 -1.106 -1.218
C -1.475 -0.924 -0.012
S 0.277 -0.613 -0.031
O 0.919 -1.661 -0.774
O 0.743 -0.385 1.314
N 0.415 0.789 -0.941
C 1.489 0.821 -1.907
C 2.868 1.226 -1.374
O 3.644 1.855 -2.069
N 3.136 0.837 -0.117
C 4.416 1.086 0.501
C 5.266 -0.186 0.705
C 5.256 -1.112 -0.518
C 4.170 -2.144 -0.188
C 3.925 -1.968 1.322
O 4.814 -0.966 1.791
C 0.179 2.011 -0.188
C -1.252 2.066 0.268
C -2.278 2.051 -0.669
C -3.599 2.082 -0.262
C -3.910 2.136 1.086
C -2.893 2.160 2.024
C -1.570 2.123 1.617
C -2.164 -1.002 1.184
C -3.520 -1.240 1.169
H -6.223 -0.897 -1.775
H -5.952 -2.662 -1.693
H -7.308 -1.925 -0.807
H -3.976 -1.480 -2.192
H -1.548 -1.060 -2.131
H 1.227 1.504 -2.720
H 1.574 -0.190 -2.314
H 2.474 0.282 0.408
H 4.954 1.775 -0.156
H 4.262 1.553 1.478
H 6.277 0.145 0.969
H 6.227 -1.598 -0.616
H 5.051 -0.560 -1.432
H 3.250 -1.961 -0.739
H 4.504 -3.155 -0.416
H 4.144 -2.876 1.892
H 2.886 -1.679 1.523
H 0.394 2.852 -0.853
H 0.847 2.072 0.680
H -2.032 2.011 -1.719
H -4.389 2.070 -0.999
H -4.941 2.161 1.403
H -3.130 2.206 3.076
H -0.778 2.130 2.351
H -1.623 -0.871 2.107
H -4.089 -1.302 2.082

***

Record 6
9
Properties=species:S:1:pos:R:3 method="wB97M-V/def2-TZVPD" orbital_gap_ev="6.94 / 5.47" total_charge=-1 e_homo_ev="-3.72 / -3.19"
C -2.674 -0.192 0.414
O 2.992 -1.276 -0.810
O 0.896 0.008 -0.023
P 2.406 0.049 -0.809
S 3.451 1.467 0.330
H -2.658 -0.449 -0.635
H -2.807 -1.047 0.973
H -1.952 0.635 0.664
H 0.345 0.804 -0.104

***

Record 7
24
Properties=species:S:1:pos:R:3 method="wB97M-V/def2-TZVPD" smiles="C=CN.CC#N.CNC" orbital_gap_ev=8.60 e_homo_ev=-7.81
C -1.577 1.676 1.215
C -2.564 0.920 0.706
N -2.802 0.743 -0.626
H -0.977 2.304 0.575
H -1.460 1.792 2.278
H -3.212 0.362 1.376
H -1.942 0.833 -1.274
H -3.375 -0.053 -0.863
C 2.014 -0.172 -2.127
C 0.659 0.274 -1.888
N -0.387 0.722 -2.119
H 2.698 0.380 -1.484
H 2.095 -1.231 -1.890
H 2.275 -0.008 -3.172
C 1.786 -0.181 1.324
N 0.669 -0.387 0.413
C 0.089 -1.716 0.542
H 2.156 0.836 1.208
H 1.504 -0.329 2.375
H 2.588 -0.881 1.080
H -0.064 0.302 0.653
H 0.843 -2.465 0.298
H -0.280 -1.916 1.556
H -0.739 -1.804 -0.156

***

Record 8
74
Properties=species:S:1:pos:R:3 method="wB97M-V/def2-TZVPD" s_squared=6.022 orbital_gap_ev="4.90 / 1.99" total_charge=+2 spin_multiplicity=5 e_homo_ev="-12.02 / -12.02"
Ir -2.122 -0.965 -0.703
Se -5.544 -1.971 -0.184
Se -5.516 -0.320 -1.782
C -4.861 1.024 -0.578
C -5.382 2.308 -0.628
C -4.969 3.206 0.347
C -4.101 2.771 1.337
C -3.618 1.476 1.280
N -3.956 0.617 0.312
C -4.373 -3.168 -1.107
C -4.707 -4.506 -1.191
C -3.921 -5.321 -1.999
C -2.869 -4.759 -2.698
C -2.581 -3.418 -2.510
N -3.303 -2.628 -1.708
H -6.103 2.584 -1.386
H -5.357 4.218 0.355
H -3.807 3.427 2.149
H -2.926 1.104 2.028
H -5.572 -4.891 -0.667
H -4.153 -6.375 -2.099
H -2.261 -5.350 -3.373
H -1.739 -2.953 -3.005
O 0.124 -1.017 -0.652
N 0.771 -2.124 -0.520
N 0.000 -3.062 -0.189
O -1.295 -2.890 -0.028
C 0.500 -4.429 0.000
C 1.857 -4.733 -0.006
C 2.244 -6.054 0.157
C 1.295 -7.054 0.326
C -0.049 -6.729 0.343
C -0.454 -5.410 0.181
H 2.589 -3.953 -0.139
H 3.298 -6.302 0.154
H 1.609 -8.085 0.457
H -0.792 -7.504 0.487
H -1.498 -5.133 0.217
Cl 5.679 5.807 4.582
C 4.636 5.069 3.426
C 4.457 5.656 2.186
C 3.624 5.046 1.262
C 2.964 3.859 1.562
C 2.057 3.202 0.554
C 0.627 3.679 0.723
N -0.267 2.850 -0.101
C -0.869 3.205 -1.291
C -1.536 2.099 -1.721
N -1.347 1.085 -0.800
C -0.598 1.577 0.173
O 2.476 3.476 -0.770
C 2.601 2.318 -1.598
C 3.460 1.267 -0.956
C 4.788 1.457 -0.600
Cl 5.701 2.851 -0.861
S 5.483 0.091 0.171
C 4.009 -0.759 0.026
C 3.023 -0.018 -0.591
C 3.157 3.305 2.819
Cl 2.328 1.830 3.263
C 3.989 3.893 3.756
H 4.971 6.579 1.948
H 3.495 5.483 0.276
H 2.065 2.127 0.735
H 0.544 4.714 0.398
H 0.337 3.609 1.770
H -0.736 4.182 -1.739
H -2.098 1.954 -2.632
H -0.227 1.033 1.035
H 3.045 2.670 -2.525
H 1.622 1.888 -1.828
H 3.935 -1.773 0.409
H 2.012 -0.384 -0.767
H 4.132 3.442 4.729